{
  "formula": "C17H23",
  "method": "ωB97M-V with the def2-TZVPD basis set",
  "orbital_gap_ev": 5.7,
  "total_energy_ev": -17994.217,
  "max_force_ev_per_a": 1.38,
  "total_charge": 1,
  "elements": ["C", "C", "C", "C", "C", "C", "H", "H", "H", "H", "H", "H", "H", "H", "H", "H", "H", "H", "C", "C", "C", "C", "C", "C", "C", "C", "C", "C", "C", "H", "H", "H", "H", "H", "H", "H", "H", "H", "H", "H"],
  "coordinates": [[-1.22136, -0.82635, -4.55771], [-0.66954, -0.51893, -3.15876], [0.78520, -0.99004, -3.03654], [-1.54338, -1.11777, -2.05735], [-2.21448, -0.19672, -1.08332], [-1.71860, -2.44531, -1.94272], [-2.25489, -0.47185, -4.65177], [-0.62554, -0.32228, -5.32772], [-1.21171, -1.90380, -4.76197], [-0.69335, 0.56646, -3.01258], [1.18658, -0.75156, -2.04331], [0.86406, -2.07399, -3.18428], [1.41683, -0.49109, -3.78074], [-1.93521, 0.84541, -1.27108], [-3.30985, -0.28647, -1.15245], [-1.93382, -0.44844, -0.05012], [-2.36502, -2.85754, -1.16692], [-1.26154, -3.14558, -2.65126], [-0.81255, -0.09524, 2.83957], [-2.20370, 0.62045, 3.01347], [-2.00720, 1.92649, 2.30489], [-0.71186, 2.05012, 1.82186], [0.04865, 0.89686, 2.12344], [1.46740, 0.75753, 1.96988], [2.21554, 1.66140, 1.16336], [3.60225, 1.56358, 1.08794], [4.28597, 0.57430, 1.80840], [3.56842, -0.33991, 2.59139], [2.18301, -0.26373, 2.66335], [-0.40069, -0.40579, 3.80908], [-0.92108, -1.01033, 2.23576], [-3.01454, 0.01942, 2.58415], [-2.42527, 0.75543, 4.08077], [-2.78722, 2.68265, 2.23560], [-0.31570, 2.92180, 1.29878], [1.68420, 2.43334, 0.60069], [4.15980, 2.26485, 0.46610], [5.37168, 0.51295, 1.76043], [4.09202, -1.11513, 3.15196], [1.62648, -0.97519, 3.27976]],
  "forces_ev_per_a": [[-0.1, 0.1, 0.0], [-0.1, -0.2, 0.1], [0.1, 0.1, 0.1], [0.2, -1.3, -0.2], [-0.3, 0.3, 0.3], [0.1, 0.6, -0.3], [0.2, -0.1, 0.0], [-0.1, -0.1, 0.1], [0.0, 0.2, 0.1], [0.1, 0.0, -0.1], [0.0, -0.1, -0.1], [0.0, 0.2, 0.0], [-0.1, -0.1, 0.1], [-0.1, -0.1, 0.1], [0.3, 0.1, 0.0], [-0.1, 0.1, -0.2], [0.2, 0.0, -0.2], [-0.2, 0.2, 0.4], [-0.9, 0.2, 0.0], [1.0, -0.3, -0.3], [1.3, -0.6, 0.0], [-1.1, 0.3, -0.2], [0.3, 0.0, 0.9], [0.6, -0.1, -0.3], [0.0, -0.1, 0.2], [-0.2, 0.0, 0.0], [-0.5, 0.0, 0.0], [-0.2, 0.0, 0.0], [-0.2, 0.2, -0.1], [0.0, 0.1, -0.3], [0.1, 0.2, 0.1], [0.0, 0.3, 0.1], [-0.1, 0.1, -0.2], [0.2, -0.1, -0.1], [-0.2, -0.3, 0.2], [0.3, -0.3, 0.1], [-0.2, -0.2, 0.2], [-0.2, 0.0, 0.0], [-0.1, 0.2, -0.2], [0.3, 0.2, -0.2]]
}

{
  "formula": "C17H23B3Br45O4P",
  "method": "ωB97M-V with the def2-TZVPD basis set",
  "orbital_gap_ev": 8.1,
  "total_energy_ev": -3189423.976,
  "max_force_ev_per_a": 1.46,
  "total_charge": 0,
  "elements": ["C", "B", "O", "B", "O", "B", "P", "C", "O", "O", "H", "H", "H", "H", "H", "H", "H", "H", "C", "Br", "Br", "Br", "H", "C", "Br", "Br", "Br", "H", "C", "Br", "Br", "Br", "H", "C", "Br", "Br", "Br", "H", "C", "Br", "Br", "Br", "H", "C", "Br", "Br", "Br", "H", "C", "Br", "Br", "Br", "H", "C", "Br", "Br", "Br", "H", "C", "Br", "Br", "Br", "H", "C", "Br", "Br", "Br", "H", "C", "Br", "Br", "Br", "H", "C", "Br", "Br", "Br", "H", "C", "Br", "Br", "Br", "H", "C", "Br", "Br", "Br", "H", "C", "Br", "Br", "Br", "H"],
  "coordinates": [[4.53900, -0.49702, -1.26735], [3.58017, 0.45951, -2.02808], [3.32065, 1.79534, -1.68527], [2.71459, 2.38004, -2.80115], [1.45174, 1.91940, -3.13774], [1.51534, 0.54912, -3.02002], [-0.00517, -0.57905, -2.73573], [-0.49929, -0.25052, -0.99953], [0.58661, -2.12424, -2.66956], [2.80118, -0.00905, -3.09677], [4.06258, -1.47438, -1.20115], [5.47368, -0.60563, -1.81376], [4.75803, -0.12519, -0.26886], [3.27851, 3.17061, -3.46530], [-1.58053, -0.22700, -0.90879], [-0.08501, -1.05670, -0.39465], [-0.06305, 0.68877, -0.66695], [0.33746, -2.56242, -3.48610], [-5.00886, -0.07866, -0.49961], [-5.02135, 1.83458, -0.64569], [-4.71760, -0.91872, -2.19163], [-3.72468, -0.64637, 0.82348], [-5.98538, -0.38872, -0.15303], [-0.69089, 4.90253, -2.17508], [-2.05294, 6.23926, -2.38893], [0.42946, 5.25735, -0.65453], [-1.43339, 3.13760, -2.09857], [-0.05944, 4.94482, -3.05085], [-5.75690, 2.19553, 3.60441], [-6.47578, 0.57874, 4.36422], [-7.05667, 3.60560, 3.60951], [-4.12231, 2.71721, 4.46370], [-5.51809, 1.98064, 2.57393], [-10.18316, 2.05458, 0.96476], [-8.42218, 1.54504, 0.36862], [-10.41601, 1.75543, 2.84733], [-10.58360, 3.86703, 0.47839], [-10.88712, 1.41958, 0.44830], [8.44581, -3.11606, -1.70567], [8.79638, -4.91029, -1.11804], [7.12507, -3.06892, -3.09763], [7.97621, -1.98696, -0.21524], [9.36640, -2.72953, -2.11800], [-3.34859, -4.32731, -0.20976], [-2.72077, -6.11625, 0.08426], [-2.56622, -3.55528, -1.78340], [-5.26941, -4.24564, -0.26770], [-3.03921, -3.73270, 0.63751], [-10.58334, 4.52332, 6.22791], [-10.01883, 2.68693, 6.27701], [-9.71847, 5.48574, 4.81006], [-12.49521, 4.67483, 6.13871], [-10.26724, 4.97923, 7.15411], [8.40607, -0.91753, 3.55685], [10.13428, -1.69640, 3.25469], [8.08919, -0.58713, 5.41973], [8.14902, 0.66232, 2.48947], [7.67323, -1.64164, 3.23145], [9.01144, -2.27989, 9.25613], [7.12198, -2.13054, 9.57487], [9.37553, -3.47035, 7.79463], [9.81666, -0.55597, 8.98369], [9.45499, -2.70375, 10.14445], [4.16879, 3.40519, -6.84891], [3.67496, 1.83141, -5.87167], [2.74619, 4.69436, -6.87985], [5.79803, 4.17245, -6.16660], [4.35583, 3.10604, -7.87021], [7.43989, -5.45434, 4.14682], [6.03292, -4.91153, 5.33591], [7.49431, -4.36127, 2.56982], [9.14262, -5.48445, 5.03600], [7.22598, -6.46503, 3.83299], [0.81492, 2.20353, -10.03062], [2.62819, 1.78315, -10.52199], [0.53135, 1.93455, -8.15493], [0.33471, 3.98261, -10.57089], [0.17056, 1.51962, -10.56219], [7.60895, 2.35096, -2.97261], [5.75245, 2.26515, -2.46838], [8.53369, 3.73832, -2.01961], [8.45930, 0.63856, -2.74931], [7.66225, 2.59521, -4.02412], [-11.13209, -1.41557, 7.58870], [-11.64984, -3.24939, 7.35812], [-9.87060, -0.86723, 6.24582], [-12.65225, -0.24463, 7.63731], [-10.63522, -1.33882, 8.54413], [-6.36142, -4.60788, -3.91795], [-6.79531, -6.47371, -4.02117], [-5.03715, -4.10834, -5.21748], [-7.92730, -3.50232, -4.04324], [-5.92926, -4.43148, -2.94600]],
  "forces_ev_per_a": [[-0.3, 0.2, 0.1], [-0.4, -0.3, 0.0], [0.0, -0.3, -0.6], [-0.6, 0.6, 0.5], [0.4, -0.2, 0.1], [0.2, -0.5, 0.0], [-1.0, 0.3, -1.0], [0.6, 0.0, -0.2], [0.3, 0.1, 0.2], [-0.3, -0.2, 0.5], [0.1, -0.1, 0.0], [0.1, -0.1, 0.0], [0.1, 0.0, 0.1], [-0.2, 0.5, 0.3], [0.0, 0.0, 0.0], [-0.1, 0.0, 0.1], [-0.1, 0.1, 0.2], [0.0, -0.2, 0.0], [-0.1, -0.1, 0.0], [0.1, 0.1, 0.0], [-0.1, 0.3, -0.2], [-0.1, 0.0, 0.1], [0.0, 0.0, 0.1], [0.1, 0.0, -0.1], [0.0, 0.0, 0.0], [0.0, 0.0, 0.0], [-0.2, 0.0, 0.0], [0.0, 0.0, 0.0], [0.0, 0.0, -0.1], [0.0, 0.0, 0.0], [0.1, 0.0, 0.1], [0.0, 0.0, 0.0], [0.0, 0.0, -0.1], [-0.1, -0.2, 0.1], [0.0, 0.1, 0.0], [0.0, 0.0, 0.0], [0.0, 0.1, 0.0], [0.0, 0.0, 0.0], [0.0, 0.0, 0.1], [0.0, -0.1, 0.0], [0.0, 0.0, 0.0], [0.0, 0.0, 0.0], [0.0, 0.0, 0.0], [0.1, 0.0, 0.0], [0.0, -0.1, 0.0], [0.2, -0.2, 0.0], [-0.1, 0.0, 0.1], [0.0, 0.0, 0.0], [0.1, 0.0, 0.1], [0.0, 0.0, 0.1], [-0.1, 0.2, -0.1], [0.0, 0.0, 0.0], [0.0, 0.0, 0.0], [0.0, 0.0, 0.0], [0.1, 0.0, 0.0], [0.0, 0.0, 0.0], [0.0, 0.0, 0.0], [0.0, 0.0, 0.0], [0.1, 0.0, 0.0], [-0.1, 0.0, 0.0], [-0.1, 0.0, 0.1], [0.0, 0.0, 0.0], [0.0, 0.0, 0.0], [0.0, 0.0, 0.0], [0.1, -0.3, -0.3], [0.0, 0.1, 0.0], [0.0, 0.0, 0.0], [0.0, 0.0, 0.0], [-0.1, 0.0, 0.1], [0.0, 0.0, 0.0], [0.0, -0.1, -0.1], [0.1, -0.1, -0.1], [0.0, 0.0, 0.0], [0.0, 0.0, 0.0], [0.1, 0.0, 0.0], [-0.1, -0.1, 0.1], [0.0, 0.0, 0.0], [0.0, 0.0, 0.0], [-0.1, 0.0, -0.1], [1.3, 0.5, -0.1], [0.0, 0.0, 0.0], [0.0, 0.1, 0.0], [0.0, 0.0, 0.0], [0.0, 0.0, 0.0], [0.0, 0.0, 0.0], [0.1, 0.0, -0.1], [0.0, 0.0, 0.0], [0.0, 0.0, 0.0], [0.0, 0.0, 0.0], [0.0, 0.0, 0.0], [0.0, 0.0, 0.0], [0.0, 0.0, 0.0], [0.1, 0.0, 0.1]]
}

{
  "formula": "C17H23BF3NO5S",
  "method": "ωB97M-V with the def2-TZVPD basis set",
  "orbital_gap_ev": 9.5,
  "total_energy_ev": -49395.367,
  "smiles": "CCCOCN(CB(O)O)S(=O)(=O)F.Fc1ccccc1.Fc1ccccc1",
  "max_force_ev_per_a": 1.78,
  "total_charge": 0,
  "elements": ["C", "C", "C", "O", "C", "N", "C", "B", "O", "O", "S", "O", "O", "F", "H", "H", "H", "H", "H", "H", "H", "H", "H", "H", "H", "H", "H", "F", "C", "C", "C", "C", "C", "C", "H", "H", "H", "H", "H", "F", "C", "C", "C", "C", "C", "C", "H", "H", "H", "H", "H"],
  "coordinates": [[-1.90188, 5.67996, -4.06601], [-0.78539, 5.05260, -3.22440], [-0.33031, 6.06315, -2.18428], [0.71635, 5.60491, -1.33646], [1.94803, 5.47136, -1.95706], [2.14008, 4.06558, -2.41046], [1.87102, 3.07796, -1.32044], [0.97315, 1.87712, -1.85606], [0.36908, 1.04559, -0.94608], [0.79502, 1.67826, -3.20839], [3.61387, 3.83989, -3.08214], [3.93026, 2.45400, -3.07637], [3.68905, 4.57073, -4.29463], [4.58301, 4.51197, -2.05656], [-2.44568, 4.94490, -4.64894], [-2.58684, 6.21981, -3.41133], [-1.45901, 6.41557, -4.73574], [-1.11064, 4.13555, -2.73629], [0.05624, 4.81895, -3.87645], [-1.16789, 6.26012, -1.51546], [-0.07194, 7.01269, -2.66145], [2.73495, 5.80692, -1.28203], [1.99693, 6.09960, -2.85077], [1.39082, 3.56085, -0.47538], [2.78832, 2.61792, -0.94681], [-0.48767, 0.80585, -1.31496], [1.60242, 1.35514, -3.62011], [0.77502, -4.60889, 2.39925], [0.50925, -3.88814, 1.28642], [0.90800, -2.56867, 1.23533], [0.63399, -1.83293, 0.09053], [-0.03444, -2.42591, -0.97240], [-0.42849, -3.75476, -0.89469], [-0.15355, -4.49978, 0.24238], [1.42228, -2.12962, 2.07970], [0.94279, -0.80024, 0.02421], [-0.24632, -1.85108, -1.86505], [-0.95156, -4.21570, -1.72174], [-0.44473, -5.53844, 0.32348], [-3.86333, -7.28129, 7.45202], [-3.00281, -6.84476, 6.50890], [-3.29675, -5.68387, 5.82342], [-2.40628, -5.23840, 4.85719], [-1.24844, -5.95447, 4.58518], [-0.97891, -7.12124, 5.28750], [-1.85757, -7.57353, 6.26146], [-4.20725, -5.14429, 6.04683], [-2.61817, -4.32687, 4.31423], [-0.56138, -5.60367, 3.82970], [-0.07949, -7.68401, 5.07657], [-1.66326, -8.47635, 6.82462]],
  "forces_ev_per_a": [[0.4, 0.1, 0.4], [0.2, 0.4, -0.3], [-0.6, -0.3, 0.1], [0.2, 0.2, 0.0], [-0.4, 0.5, -0.7], [1.1, 0.0, 1.1], [-0.2, -0.8, -0.2], [0.4, 0.3, -0.1], [-0.4, 1.0, -0.1], [-0.2, -0.4, 0.3], [-1.1, -0.7, -1.3], [0.0, 0.0, 0.2], [0.3, 0.5, 0.4], [0.3, 0.2, 0.2], [-0.1, 0.0, -0.1], [-0.3, -0.1, -0.1], [-0.1, 0.0, -0.2], [0.0, -0.1, 0.1], [0.0, -0.3, 0.0], [0.0, 0.1, 0.1], [0.2, 0.0, 0.0], [-0.1, -0.3, 0.3], [0.1, 0.0, -0.1], [0.0, 0.2, -0.1], [0.2, 0.2, 0.1], [0.0, -0.7, 0.0], [0.1, 0.3, -0.3], [0.1, 0.0, -0.1], [0.0, 0.1, -0.1], [0.0, 0.0, 0.1], [0.0, -0.2, 0.0], [0.0, 0.0, 0.0], [0.0, 0.1, 0.0], [0.0, -0.1, 0.0], [0.0, 0.0, 0.0], [0.0, -0.1, 0.1], [0.0, 0.0, 0.0], [0.0, 0.0, 0.0], [0.0, 0.0, 0.0], [0.0, 0.0, 0.0], [0.1, 0.0, -0.1], [-0.1, 0.1, 0.0], [0.0, -0.1, 0.0], [0.0, 0.0, 0.0], [-0.1, 0.1, 0.0], [0.0, -0.1, 0.1], [0.0, 0.0, 0.0], [0.0, 0.0, 0.0], [0.0, 0.0, 0.0], [0.0, 0.0, 0.0], [0.0, 0.0, 0.0]]
}

{
  "formula": "C17H23BrN2O4S",
  "method": "ωB97M-V with the def2-TZVPD basis set",
  "orbital_gap_ev": 9.7,
  "total_energy_ev": -110050.599,
  "smiles": "O=C(NC[C@H]1CCCO1)[C@H]1CCCN(S(=O)(=O)c2ccc(Br)cc2)C1",
  "max_force_ev_per_a": 1.05,
  "total_charge": 0,
  "elements": ["O", "C", "N", "C", "C", "C", "C", "C", "O", "C", "C", "C", "C", "N", "S", "O", "O", "C", "C", "C", "C", "Br", "C", "C", "C", "H", "H", "H", "H", "H", "H", "H", "H", "H", "H", "H", "H", "H", "H", "H", "H", "H", "H", "H", "H", "H", "H", "H"],
  "coordinates": [[-1.49369, -2.45638, -0.02173], [-1.94585, -1.52143, -0.65052], [-3.20050, -1.49724, -1.14279], [-4.19595, -2.48529, -0.80814], [-5.22426, -1.90681, 0.17696], [-4.65555, -1.63949, 1.57350], [-5.48275, -0.44323, 2.03459], [-5.67855, 0.31688, 0.72396], [-5.69289, -0.65215, -0.31424], [-1.11049, -0.28099, -0.95700], [-0.97480, 0.01383, -2.45368], [-0.07051, 1.23211, -2.64202], [-0.64537, 2.43088, -1.88346], [-0.90454, 2.13371, -0.49599], [0.22003, 2.56568, 0.64343], [-0.40511, 2.39868, 1.92057], [0.72504, 3.84998, 0.26273], [1.57246, 1.38539, 0.53242], [1.52217, 0.21770, 1.27098], [2.54709, -0.70650, 1.15989], [3.60764, -0.43188, 0.30955], [5.01661, -1.69260, 0.14721], [3.67013, 0.74621, -0.42037], [2.63774, 1.66112, -0.30387], [-1.69126, 0.95433, -0.25017], [-3.57347, -0.65098, -1.54408], [-4.70487, -2.79900, -1.72341], [-3.68565, -3.33767, -0.35722], [-6.07943, -2.59698, 0.23519], [-4.75300, -2.50523, 2.22326], [-3.60083, -1.37139, 1.50037], [-4.98205, 0.16018, 2.78731], [-6.44467, -0.77680, 2.42531], [-6.61855, 0.87293, 0.68476], [-4.84895, 1.01840, 0.55616], [-0.11332, -0.48232, -0.55227], [-0.55190, -0.85280, -2.96473], [-1.95442, 0.21974, -2.89098], [0.01050, 1.48296, -3.70041], [0.92963, 1.00247, -2.26861], [0.03639, 3.28118, -1.89578], [-1.59156, 2.73724, -2.34549], [0.68971, 0.04714, 1.93472], [2.52173, -1.62641, 1.72277], [4.51279, 0.94273, -1.06509], [2.65423, 2.59710, -0.83955], [-1.72148, 0.81949, 0.83193], [-2.70999, 1.14881, -0.60821]],
  "forces_ev_per_a": [[0.1, -0.3, 0.3], [0.4, 0.5, -0.3], [-0.5, 0.1, -0.1], [-0.4, 0.0, 0.1], [0.3, -0.5, 0.1], [-0.2, 0.1, -0.2], [0.0, 0.0, -0.2], [0.0, 0.3, 0.2], [0.0, -0.2, -0.2], [-0.2, -0.1, 0.0], [0.3, 0.0, 0.1], [-0.3, 0.0, 0.0], [0.4, 0.2, -0.5], [0.6, 0.4, 0.8], [-0.2, 0.0, -0.1], [0.0, -0.3, 0.0], [0.2, -0.1, -0.2], [-0.5, 0.5, 0.1], [0.0, 0.0, 0.1], [0.0, 0.0, -0.1], [0.1, -0.1, 0.0], [-0.1, 0.1, 0.0], [0.0, -0.1, 0.0], [0.1, 0.1, 0.0], [-0.1, -0.5, 0.3], [0.2, 0.0, 0.0], [0.0, -0.1, 0.1], [-0.1, 0.0, -0.1], [0.1, 0.1, 0.0], [0.1, -0.1, 0.0], [0.1, 0.0, 0.0], [0.0, 0.0, 0.1], [0.0, 0.0, 0.0], [0.1, 0.0, 0.0], [-0.1, 0.0, 0.0], [-0.2, -0.1, -0.1], [-0.1, 0.0, 0.0], [-0.1, 0.0, -0.1], [0.1, 0.0, 0.0], [0.0, 0.0, -0.1], [-0.1, 0.0, -0.2], [0.0, 0.0, 0.0], [-0.1, -0.1, 0.1], [0.0, -0.1, 0.0], [0.0, 0.0, 0.0], [0.1, 0.1, -0.1], [-0.2, -0.1, -0.1], [0.0, 0.0, 0.1]]
}